{
  "formula": "C14H32Cl4N4O14",
  "method": "ωB97M-V with the def2-TZVPD basis set",
  "homo_energy_ev": [-12.446, -12.446],
  "s_squared": 0.754,
  "spin_multiplicity": 2,
  "e_lumo_ev": [-2.9, -10.1],
  "total_charge": 1,
  "species": ["Cl", "C", "C", "Cl", "H", "H", "H", "H", "Cl", "C", "C", "Cl", "H", "H", "H", "H", "C", "N", "O", "O", "H", "H", "H", "C", "N", "O", "O", "H", "H", "H", "C", "N", "O", "O", "H", "H", "H", "C", "N", "O", "O", "H", "H", "H", "C", "O", "C", "O", "O", "C", "H", "H", "H", "H", "H", "H", "C", "O", "C", "O", "O", "C", "H", "H", "H", "H", "H", "H"],
  "coordinates": [[2.176, -4.706, -0.027], [1.157, -3.774, -1.053], [-0.011, -4.604, -1.618], [0.598, -5.845, -2.704], [1.781, -3.197, -1.736], [0.586, -3.050, -0.472], [-0.744, -4.020, -2.174], [-0.434, -5.084, -0.735], [-1.021, -2.350, 1.699], [-1.800, -0.749, 1.997], [-1.026, 0.380, 1.336], [-1.220, 0.236, -0.408], [-1.724, -0.672, 3.082], [-2.866, -0.750, 1.768], [0.046, 0.200, 1.419], [-1.277, 1.398, 1.634], [-1.498, -0.834, -3.489], [-2.136, -2.177, -3.503], [-2.870, -2.493, -2.557], [-1.880, -2.959, -4.435], [-1.191, -0.455, -4.464], [-0.685, -0.840, -2.763], [-2.218, -0.093, -3.142], [-6.348, -0.850, 4.449], [-5.121, -0.027, 4.128], [-4.019, -0.393, 4.562], [-5.302, 1.021, 3.478], [-6.030, -1.727, 3.884], [-7.244, -0.545, 3.909], [-6.518, -1.108, 5.494], [0.759, 4.242, 3.539], [1.635, 3.181, 3.045], [1.319, 2.355, 2.202], [2.759, 3.197, 3.517], [-0.191, 3.978, 3.075], [1.125, 5.166, 3.091], [0.771, 4.145, 4.624], [0.657, -5.159, 3.637], [1.426, -4.595, 4.777], [2.174, -3.630, 4.541], [1.292, -5.116, 5.828], [0.191, -4.321, 3.118], [0.126, -6.097, 3.800], [1.470, -5.275, 2.920], [2.839, -0.846, 0.980], [2.354, -0.919, -0.306], [2.719, -0.079, -1.252], [3.605, 0.780, -1.139], [2.011, -0.329, -2.324], [2.203, 0.254, -3.576], [2.368, -0.014, 1.503], [3.920, -0.731, 1.060], [2.663, -1.721, 1.606], [1.671, 1.204, -3.528], [1.941, -0.451, -4.364], [3.230, 0.614, -3.642], [-0.519, 3.318, -2.914], [0.725, 3.732, -3.509], [1.045, 5.089, -3.571], [0.371, 6.058, -2.991], [2.125, 5.230, -4.348], [2.624, 6.540, -4.623], [-0.488, 2.428, -2.286], [-1.336, 3.027, -3.574], [-0.854, 4.146, -2.290], [1.832, 7.110, -5.106], [3.433, 6.428, -5.344], [2.842, 7.127, -3.731]],
  "forces_ev_per_angstrom": [[-0.069, 0.143, 0.216], [1.234, 0.564, -0.322], [-0.682, -0.877, -0.459], [0.010, 0.397, 0.181], [-0.193, -0.316, -0.277], [-0.337, 0.427, 0.661], [0.095, 0.110, 0.235], [-0.224, -0.096, -0.177], [-0.233, 0.077, -0.419], [0.218, 0.684, 1.095], [0.634, -0.937, -0.112], [-0.397, 0.221, -1.060], [-0.016, 0.226, -0.023], [0.239, -0.320, -0.397], [-0.147, 0.314, 0.702], [-0.182, -0.343, 0.191], [-0.337, 1.100, 0.098], [-0.734, -1.801, -0.433], [1.236, 0.803, -1.061], [-0.003, 1.454, 1.351], [0.171, -0.883, -0.088], [0.083, -0.242, -0.201], [-0.244, -0.417, 0.282], [0.661, -1.244, -1.506], [0.265, 2.584, 0.603], [-1.881, 0.190, -0.833], [0.474, -2.164, 0.942], [-0.329, -0.687, 0.493], [0.344, 0.835, 0.371], [0.512, 0.455, -0.119], [-1.211, -0.698, -0.992], [2.792, -0.892, -0.085], [-1.132, 0.482, 0.121], [-0.218, 0.102, 0.169], [-0.278, 0.434, 0.472], [0.053, 0.024, 0.545], [-0.041, 0.513, -0.242], [1.501, 0.847, -1.646], [0.531, 1.459, -1.154], [-1.064, -1.158, -0.053], [-0.138, -0.773, 1.838], [-0.920, -0.156, 0.690], [-0.041, 0.579, 0.427], [0.117, -0.829, -0.070], [1.232, 1.075, 2.400], [-1.415, -1.837, -0.977], [3.314, 3.105, 0.185], [-2.153, -1.987, -0.334], [-1.365, -2.235, 0.703], [1.151, 2.054, 0.137], [0.160, 0.186, 0.016], [0.052, 0.354, -0.508], [-0.659, -0.477, -0.715], [-0.574, -0.157, -0.792], [-0.130, 0.252, 0.229], [0.269, -0.464, -0.327], [-0.646, 1.012, 0.955], [0.354, 0.965, -0.435], [-3.186, 3.122, 2.126], [3.500, -5.080, -2.944], [-0.914, -0.947, 1.053], [-1.025, 0.890, -0.342], [1.279, 0.066, 0.173], [0.403, 0.662, -0.989], [-0.227, -0.104, -0.012], [-0.079, -0.050, -0.172], [0.085, -0.109, 0.511], [0.457, -0.488, 0.104]],
  "lowdin_spin": [0.2859, 0.1451, 0.0918, 0.3630, -0.0015, 0.0435, -0.0010, 0.0109, 0.0316, 0.0037, 0.0006, 0.0005, 0.0018, 0.0000, 0.0000, 0.0000, 0.0000, -0.0001, 0.0000, 0.0000, 0.0000, 0.0000, 0.0000, 0.0000, 0.0000, 0.0001, 0.0000, 0.0000, 0.0000, 0.0000, 0.0000, 0.0000, 0.0001, 0.0000, 0.0000, 0.0000, 0.0000, 0.0006, 0.0000, 0.0000, 0.0002, 0.0001, 0.0000, 0.0003, 0.0027, 0.0095, 0.0002, 0.0081, 0.0000, 0.0000, 0.0005, 0.0003, 0.0013, 0.0000, 0.0000, 0.0000, 0.0000, 0.0000, 0.0000, 0.0000, 0.0000, 0.0000, 0.0000, 0.0000, 0.0000, 0.0000, 0.0000, 0.0000]
}

{
  "formula": "C14H32IN4O3",
  "method": "ωB97M-V with the def2-TZVPD basis set",
  "homo_energy_ev": -11.085,
  "e_lumo_ev": -5.5,
  "total_charge": 1,
  "species": ["C", "C", "C", "C", "C", "N", "I", "C", "C", "C", "N", "O", "H", "H", "H", "H", "H", "H", "H", "H", "H", "H", "H", "H", "H", "H", "H", "H", "H", "H", "C", "O", "N", "C", "C", "H", "H", "H", "H", "H", "H", "H", "C", "O", "N", "C", "C", "H", "H", "H", "H", "H", "H", "H"],
  "coordinates": [[-2.809, -2.046, -2.202], [-1.826, -1.620, -1.094], [-0.434, -1.151, -1.569], [-0.377, -0.619, -3.000], [1.081, -0.439, -3.481], [1.897, -1.701, -3.298], [3.232, -1.362, -1.699], [2.709, -2.105, -4.510], [2.645, -3.631, -4.688], [1.324, -4.149, -5.236], [0.368, -3.261, -5.735], [1.141, -5.294, -5.278], [-3.500, -2.763, -1.778], [-2.331, -2.552, -3.031], [-3.373, -1.181, -2.533], [-2.319, -0.895, -0.459], [-1.664, -2.496, -0.473], [0.279, -1.949, -1.352], [-0.156, -0.322, -0.923], [-0.814, 0.371, -3.040], [-0.844, -1.275, -3.729], [1.557, 0.381, -2.974], [1.027, -0.208, -4.539], [1.298, -2.496, -3.064], [3.738, -1.820, -4.385], [2.311, -1.678, -5.419], [3.398, -3.886, -5.423], [2.903, -4.127, -3.757], [-0.544, -3.702, -5.656], [0.292, -2.401, -5.200], [-0.143, 2.130, 0.328], [-1.234, 1.590, 0.234], [0.210, 3.014, 1.264], [1.531, 3.610, 1.304], [-0.772, 3.394, 2.283], [0.671, 1.915, -0.396], [2.016, 3.368, 2.252], [1.450, 4.694, 1.213], [2.145, 3.232, 0.487], [-1.089, 2.518, 2.830], [-1.643, 3.828, 1.794], [-0.338, 4.117, 2.967], [-0.998, 2.252, 5.460], [-1.937, 2.639, 4.787], [-1.059, 1.945, 6.764], [0.100, 1.489, 7.508], [-2.335, 2.075, 7.452], [0.014, 2.120, 5.030], [-0.091, 0.495, 7.915], [0.305, 2.178, 8.330], [0.973, 1.444, 6.859], [-3.076, 1.433, 6.976], [-2.683, 3.106, 7.388], [-2.223, 1.792, 8.495]],
  "forces_ev_per_angstrom": [[0.223, 0.179, 0.744], [-0.094, -0.816, -0.476], [-0.805, 0.564, 0.290], [1.511, -0.449, 0.316], [-1.469, 0.010, -0.168], [0.889, 0.829, -0.369], [-0.128, -0.442, 0.199], [-0.029, -1.455, -0.328], [-0.068, 1.402, -0.068], [0.343, 2.758, 0.248], [-0.264, 0.671, 1.125], [-0.501, -4.186, -0.116], [-0.335, -0.047, 0.032], [0.094, -0.030, -0.271], [-0.091, 0.006, -0.414], [0.161, 0.367, 0.026], [0.060, -0.063, 0.254], [0.067, -0.170, -0.300], [0.222, 0.075, 0.176], [-0.376, 0.088, -0.161], [-0.440, -0.005, 0.047], [0.323, 0.173, 0.170], [0.396, -0.043, -0.236], [-0.140, 0.206, 0.314], [0.203, 0.437, 0.087], [-0.194, 0.589, 0.059], [0.221, -0.218, -0.109], [-0.070, -0.340, 0.021], [0.032, -0.216, -0.584], [0.178, 0.170, -0.444], [-0.041, -0.039, -0.068], [0.107, -0.075, -0.087], [0.150, 0.130, -0.024], [-0.229, 0.018, 0.116], [0.108, -0.126, -0.535], [0.052, 0.058, 0.064], [0.084, 0.064, -0.036], [0.116, 0.003, 0.008], [-0.034, -0.018, -0.014], [-0.114, -0.006, 0.058], [-0.046, 0.015, 0.119], [0.071, -0.021, -0.034], [-0.031, 0.041, -0.086], [-0.084, -0.081, 0.392], [0.162, -0.059, 0.070], [-0.262, 0.050, 0.059], [-0.023, 0.058, -0.210], [-0.018, -0.006, 0.037], [0.105, 0.002, 0.040], [0.091, -0.063, 0.023], [-0.030, 0.018, -0.039], [-0.054, 0.036, 0.057], [-0.070, -0.031, 0.041], [0.069, -0.012, -0.015]],
  "nbo_charge": [-0.6115, -0.3989, -0.4245, -0.4131, -0.2306, -0.5346, 0.4766, -0.2404, -0.5369, 0.6612, -0.8199, -0.5228, 0.2285, 0.1789, 0.2164, 0.2407, 0.2028, 0.1687, 0.2449, 0.2556, 0.1983, 0.2278, 0.2250, 0.4471, 0.2400, 0.2382, 0.2775, 0.2466, 0.4084, 0.3442, 0.5281, -0.6456, -0.4159, -0.3969, -0.4242, 0.0740, 0.1981, 0.2066, 0.1994, 0.2454, 0.2211, 0.2071, 0.5286, -0.6336, -0.4197, -0.3989, -0.4181, 0.0948, 0.2007, 0.2023, 0.2079, 0.2178, 0.2187, 0.2081]
}

What is the formula in the first record?
C14H32Cl4N4O14